Record 1
C30H42N4OOsP2 | wB97M-V/def2-TZVPD

Total charge: +2
Orbital gap (alpha / beta): 0.1404 / 0.1063 Ha
Spin multiplicity: 5
Calculated total energy: -60811.94140 eV
LUMO (alpha / beta): -8.70 / -9.64 eV
ΔE to the lowest compared entry with this formula, charge and spin: 244.0 kcal/mol

CARTESIAN COORDINATES (ANGSTROEM)
Os: -0.704 -1.536 -4.021
C: -0.339 2.540 -1.147
C: -1.538 2.295 -1.708
C: -1.895 2.425 -3.178
C: -0.688 2.434 -4.177
C: 0.364 1.475 -3.947
C: 1.580 1.743 -3.395
C: 1.948 2.844 -2.524
C: 0.812 3.373 -1.583
C: 0.999 -1.585 -2.817
H: -0.194 2.108 -0.167
H: -2.198 1.552 -1.211
H: -2.409 3.402 -3.155
H: -2.714 1.711 -3.515
H: -1.170 2.241 -5.174
H: -0.245 3.450 -4.161
H: 0.527 0.965 -4.972
H: 2.324 0.975 -3.604
H: 2.379 3.695 -3.087
H: 2.730 2.445 -1.894
H: 1.288 3.676 -0.645
H: 0.380 4.237 -2.074
H: 1.150 -1.715 -1.720
H: 1.896 -1.061 -3.179
H: 0.858 -2.643 -3.195
P: 1.148 -1.100 -5.621
P: -2.160 -0.226 -5.654
N: 2.624 -0.050 -6.343
N: 1.913 -2.520 -6.752
N: -2.327 1.327 -7.004
N: -3.688 -0.924 -6.688
C: 0.235 -0.441 -7.051
C: -1.111 -1.104 -6.888
C: 3.837 -0.103 -5.697
C: 4.729 0.780 -6.300
C: 4.057 1.330 -7.413
C: 2.768 0.805 -7.415
C: 2.277 -3.798 -6.367
C: 2.854 -4.475 -7.460
C: 2.914 -3.526 -8.519
C: 2.288 -2.382 -8.070
C: -2.874 2.575 -6.822
C: -2.686 3.364 -7.967
C: -1.934 2.574 -8.874
C: -1.900 1.303 -8.322
C: -4.561 -0.275 -7.556
C: -5.324 -1.236 -8.264
C: -4.845 -2.505 -7.806
C: -3.829 -2.289 -6.883
H: 0.621 -0.777 -8.008
H: 0.280 0.651 -7.049
H: -1.529 -1.272 -7.893
H: -0.987 -2.105 -6.338
H: 3.986 -0.751 -4.848
H: 5.723 1.011 -5.968
H: 4.433 2.013 -8.178
H: 1.987 1.015 -8.090
H: 2.121 -4.136 -5.380
H: 3.140 -5.516 -7.533
H: 3.378 -3.603 -9.484
H: 2.097 -1.483 -8.655
H: -3.361 2.856 -5.881
H: -3.003 4.348 -8.095
H: -1.451 2.846 -9.792
H: -1.545 0.409 -8.789
H: -4.605 0.804 -7.664
H: -6.100 -1.017 -8.973
H: -5.204 -3.481 -8.131
H: -3.214 -2.994 -6.305
C: -1.846 -2.304 0.512
C: -1.389 -1.125 -0.382
C: -0.021 -0.570 -0.127
O: -1.540 -1.343 -1.874
H: -1.248 -3.188 0.391
H: -2.868 -2.637 0.288
H: -1.804 -2.082 1.593
H: -2.082 -0.346 0.032
H: 0.685 -1.247 0.331
H: 0.398 -0.301 -1.085
H: -0.074 0.412 0.311

Mulliken atomic charge list, values in e, 5 entries: 2.136, -0.509, -0.733, -0.427, -0.081

***

Record 2
C20H15F6N2 | wB97M-V/def2-TZVPD

Total charge: +1
Orbital gap: 0.3384 Ha
Spin multiplicity: 1
Calculated total energy: -40262.57543 eV
LUMO: -3.56 eV
SMILES: [NH2+]=c1ccn(C(c2ccc(C(F)(F)F)cc2)c2ccc(C(F)(F)F)cc2)cc1

CARTESIAN COORDINATES (ANGSTROEM)
F: 2.044 -4.915 2.673
C: 2.751 -3.745 2.926
F: 2.837 -3.629 4.295
F: 4.027 -3.910 2.422
C: 2.104 -2.542 2.217
C: 1.821 -1.375 2.927
C: 0.945 -0.449 2.366
C: 0.397 -0.684 1.080
C: -0.707 0.103 0.551
C: -1.556 -0.340 -0.575
C: -1.969 -1.687 -0.822
C: -2.862 -1.939 -1.824
C: -3.352 -0.909 -2.622
C: -4.427 -1.254 -3.644
F: -5.568 -0.509 -3.467
F: -4.016 -1.028 -4.943
F: -4.811 -2.576 -3.532
C: -2.878 0.414 -2.484
C: -2.010 0.659 -1.449
C: 0.928 -1.703 0.281
C: 1.769 -2.662 0.863
H: 2.271 -1.146 3.887
H: 0.705 0.488 2.871
H: -1.298 0.747 1.290
H: -1.517 -2.479 -0.219
H: -3.155 -2.964 -2.067
H: -3.147 1.226 -3.193
H: -1.613 1.665 -1.299
H: 0.708 -1.729 -0.777
H: 2.168 -3.475 0.280
N: 0.232 1.561 0.258
C: -0.054 2.698 0.919
C: 0.701 3.868 0.808
C: 1.888 3.871 0.045
N: 2.640 4.975 -0.120
C: 2.250 2.626 -0.518
C: 1.426 1.514 -0.353
H: -0.929 2.689 1.563
H: 0.442 4.736 1.428
H: 3.501 4.959 -0.659
H: 2.363 5.855 0.305
H: 3.232 2.464 -0.967
H: 1.718 0.531 -0.720

Mulliken atomic charge list, values in e, 5 entries: -0.244, 0.755, -0.261, -0.237, 0.190

***

Record 3
C24H43N2P3PrS2 | wB97M-V/def2-TZVPD

Total charge: +3
Orbital gap (alpha / beta): 0.1916 / 0.2162 Ha
Spin multiplicity: 3
Calculated total energy: -92146.91082 eV
LUMO (alpha / beta): -10.38 / -9.71 eV
ΔE to the lowest compared entry with this formula, charge and spin: 0.0 kcal/mol

CARTESIAN COORDINATES (ANGSTROEM)
Pr: 0.383 0.064 -0.610
P: -1.577 2.070 -0.279
P: -1.851 -1.458 0.795
P: 2.179 2.005 -1.690
H: -1.065 -3.044 -1.681
C: -0.042 -2.760 -1.926
C: 1.088 -3.229 -1.317
H: 1.084 -3.926 -0.482
C: -2.659 2.026 -1.754
C: -2.799 2.210 1.074
C: -0.935 3.779 -0.315
C: -1.730 -3.283 1.038
C: -2.324 -1.064 2.530
C: -3.516 -1.400 0.007
C: 3.636 1.036 -2.240
C: 2.982 3.457 -0.935
C: 1.468 2.718 -3.220
H: 0.086 -1.954 -2.687
H: 2.076 -2.861 -1.661
H: -3.335 2.887 -1.712
H: -3.241 1.098 -1.769
H: -2.056 2.081 -2.667
H: -3.332 3.159 0.944
H: -2.281 2.215 2.042
H: -3.516 1.382 1.052
H: -1.800 4.451 -0.298
H: -0.339 3.962 -1.214
H: -0.308 3.964 0.566
H: -2.734 -3.730 1.097
H: -1.205 -3.479 1.982
H: -1.178 -3.745 0.212
H: -3.262 -1.574 2.804
H: -2.445 0.015 2.673
H: -1.528 -1.422 3.194
H: -4.168 -2.123 0.517
H: -3.420 -1.680 -1.050
H: -3.965 -0.403 0.075
H: 4.050 1.521 -3.134
H: 3.365 -0.002 -2.496
H: 4.383 1.023 -1.430
H: 3.508 3.980 -1.745
H: 3.690 3.109 -0.171
H: 2.224 4.100 -0.471
H: 2.310 3.052 -3.829
H: 0.814 3.571 -2.976
H: 0.939 1.933 -3.788
C: 1.658 -1.264 -6.183
C: 1.129 -0.597 -7.310
C: 1.352 -1.103 -8.599
C: 2.099 -2.274 -8.771
C: 2.618 -2.948 -7.667
C: 2.398 -2.451 -6.384
S: 1.551 -0.527 -4.571
H: 0.275 -0.842 -4.072
H: 0.511 0.291 -7.161
H: 0.930 -0.584 -9.463
H: 2.282 -2.644 -9.777
H: 3.169 -3.877 -7.810
H: 2.745 -3.002 -5.514
N: 2.550 -2.101 1.532
C: 2.162 -1.046 2.288
N: 1.449 0.012 1.860
C: 1.229 0.896 2.953
C: 0.522 2.100 2.926
C: 0.449 2.862 4.097
C: 1.095 2.464 5.275
C: 1.822 1.259 5.296
C: 1.843 0.479 4.143
S: 2.667 -1.056 3.945
H: 3.083 -2.815 2.009
H: 2.140 -2.339 0.620
H: 0.068 2.422 1.992
H: -0.110 3.796 4.092
H: 1.039 3.085 6.177
H: 2.360 0.935 6.182

Mulliken atomic charge list, values in e, 5 entries: 0.484, 0.806, 0.904, 0.973, 0.654

***

Record 4
C24H24FN3O5S | wB97M-V/def2-TZVPD

Orbital gap: 0.3021 Ha
Spin multiplicity: 1
Calculated total energy: -53537.54153 eV
LUMO: 0.37 eV
ΔE to the lowest compared entry with this formula, charge and spin: 3.4 kcal/mol
SMILES: COc1ccc(NS(=O)(=O)c2ccc(N3CCOCC3)c(NC(=O)c3ccc(F)cc3)c2)cc1

CARTESIAN COORDINATES (ANGSTROEM)
C: -3.908 -4.589 2.348
H: -4.359 -5.357 2.974
O: -4.938 -3.671 2.073
C: -4.653 -2.602 1.272
C: -5.717 -1.741 1.002
C: -5.539 -0.636 0.198
C: -4.289 -0.353 -0.348
C: -3.227 -1.202 -0.070
C: -3.407 -2.320 0.727
H: -2.557 -2.957 0.908
H: -2.255 -1.003 -0.484
N: -4.098 0.785 -1.137
S: -3.062 0.822 -2.460
O: -2.886 -0.483 -3.022
O: -3.579 1.873 -3.288
C: -1.534 1.376 -1.725
C: -1.427 2.692 -1.329
C: -0.256 3.134 -0.741
C: 0.817 2.266 -0.531
C: 0.705 0.939 -1.007
C: -0.473 0.503 -1.592
H: -0.562 -0.502 -1.970
N: 1.826 0.100 -0.937
C: 1.813 -1.256 -0.779
O: 0.799 -1.902 -0.620
C: 3.163 -1.894 -0.817
C: 3.228 -3.206 -1.284
C: 4.433 -3.876 -1.348
C: 5.576 -3.222 -0.921
C: 5.539 -1.929 -0.428
C: 4.326 -1.266 -0.380
H: 4.299 -0.268 0.032
H: 6.449 -1.461 -0.088
F: 6.758 -3.862 -0.976
H: 4.498 -4.887 -1.716
H: 2.313 -3.686 -1.596
H: 2.714 0.576 -1.006
N: 2.025 2.658 0.050
C: 2.384 4.064 0.104
H: 1.990 4.577 -0.773
C: 1.916 4.749 1.396
H: 2.332 5.756 1.467
O: 2.378 4.050 2.531
C: 1.935 2.714 2.508
H: 2.320 2.249 3.418
C: 2.456 1.979 1.266
H: 2.092 0.953 1.281
H: 3.552 1.985 1.289
H: 0.834 2.678 2.518
H: 0.818 4.809 1.426
H: 3.479 4.110 0.072
H: -0.187 4.163 -0.430
H: -2.260 3.357 -1.486
H: -4.932 1.324 -1.314
H: -6.374 0.018 -0.010
H: -6.682 -1.964 1.429
H: -3.523 -5.048 1.432
H: -3.083 -4.117 2.892

Mulliken atomic charge list, values in e, 5 entries: -0.810, 0.230, -0.452, 0.748, -0.763

***

Record 5
CH5O3 | wB97M-V/def2-TZVPD

Total charge: +1
Orbital gap: 0.4774 Ha
Spin multiplicity: 1
Calculated total energy: -7252.92664 eV
LUMO: -3.93 eV
ΔE to the lowest compared entry with this formula, charge and spin: 7.2 kcal/mol

CARTESIAN COORDINATES (ANGSTROEM)
O: 0.167 2.195 0.013
H: 1.092 2.169 0.323
H: 0.260 2.613 -0.867
H: 0.055 1.130 -0.271
O: 0.110 -0.206 -0.300
C: -0.408 -1.259 0.046
O: 0.352 -2.292 0.258
H: -1.489 -1.326 0.142
H: -0.138 -3.025 0.656

Mulliken atomic charge list, values in e, 5 entries: -0.478, 0.442, 0.445, 0.483, -0.549

***

Record 6
C5H8O | wB97M-V/def2-TZVPD

Orbital gap (alpha / beta): 0.2965 / 0.2466 Ha
Spin multiplicity: 1
Calculated total energy: -7356.28369 eV
LUMO (alpha / beta): 0.10 / -0.59 eV
ΔE to the lowest compared entry with this formula, charge and spin: 137.7 kcal/mol

CARTESIAN COORDINATES (ANGSTROEM)
C: 0.974 0.525 0.556
C: 0.488 0.819 -0.680
C: -0.712 -0.936 0.632
C: 0.646 2.196 -1.102
C: -1.139 -2.431 0.578
O: 0.464 -0.590 1.114
H: 1.777 0.934 1.123
H: -0.965 -0.248 -0.066
H: -0.329 2.565 -1.515
H: 1.281 2.365 -2.040
H: 1.060 2.927 -0.297
H: -0.781 -2.929 1.453
H: -0.579 -2.750 -0.325
H: -2.184 -2.447 0.570

Mulliken atomic charge list, values in e, 5 entries: -0.179, -0.331, -0.082, -0.868, -0.909

***

Record 7
C47H29AsCoF5N8O | wB97M-V/def2-TZVPD

Total charge: -1
Orbital gap (alpha / beta): 0.1837 / 0.1859 Ha
Spin multiplicity: 2
Calculated total energy: -175237.23988 eV
LUMO (alpha / beta): 1.05 / 1.07 eV
ΔE to the lowest compared entry with this formula, charge and spin: 0.0 kcal/mol

CARTESIAN COORDINATES (ANGSTROEM)
Co: 0.134 0.777 0.384
C: -3.669 -4.415 -0.794
C: -2.881 -5.026 0.191
C: -1.849 -4.340 0.811
C: -1.627 -3.027 0.421
C: -0.658 -2.022 0.846
N: 0.254 -2.269 1.765
C: 1.136 -1.366 2.133
C: 2.183 -1.655 3.109
C: 2.485 -2.782 3.860
C: 3.582 -2.714 4.703
C: 4.357 -1.552 4.794
C: 4.051 -0.428 4.044
C: 2.953 -0.501 3.201
C: 2.348 0.466 2.289
N: 2.834 1.677 2.127
C: 2.256 2.568 1.345
N: 1.161 2.407 0.561
C: 0.913 3.585 -0.076
N: -0.012 3.837 -0.974
C: -0.861 2.917 -1.392
N: -0.953 1.624 -0.986
C: -1.977 1.037 -1.657
N: -2.419 -0.200 -1.544
C: -1.899 -1.060 -0.698
N: -0.855 -0.875 0.154
C: -2.407 -2.421 -0.558
C: -3.442 -3.105 -1.181
C: -2.566 1.992 -2.585
C: -3.603 1.890 -3.502
C: -3.912 3.015 -4.247
C: -3.204 4.214 -4.077
C: -2.173 4.314 -3.158
C: -1.862 3.182 -2.416
C: 1.901 4.577 0.330
C: 2.087 5.910 -0.012
C: 3.151 6.576 0.571
C: 4.007 5.929 1.472
C: 3.820 4.599 1.809
C: 2.755 3.932 1.219
N: 1.265 -0.091 1.687
H: -4.470 -4.980 -1.254
H: -3.087 -6.052 0.470
H: -1.237 -4.800 1.575
H: 1.879 -3.676 3.786
H: 3.847 -3.573 5.307
H: 5.206 -1.535 5.466
H: 4.636 0.481 4.107
H: -4.047 -2.618 -1.935
H: -4.144 0.961 -3.619
H: -4.715 2.976 -4.972
H: -3.476 5.076 -4.673
H: -1.627 5.237 -3.015
H: 1.415 6.401 -0.703
H: 3.327 7.618 0.333
H: 4.825 6.485 1.914
H: 4.469 4.091 2.510
C: 0.706 -0.144 -3.517
As: 1.857 0.192 -1.973
C: 3.350 -0.979 -2.468
C: 2.602 1.950 -2.505
C: 3.173 2.015 -3.881
C: 2.371 2.376 -4.964
C: 2.883 2.410 -6.252
C: 4.213 2.088 -6.485
C: 5.025 1.736 -5.416
C: 4.509 1.702 -4.129
H: 1.264 -0.122 -4.453
H: -0.085 0.606 -3.544
H: 0.240 -1.121 -3.387
H: 3.683 -0.817 -3.494
H: 3.016 -2.010 -2.354
H: 4.181 -0.810 -1.782
H: 3.341 2.200 -1.740
H: 1.772 2.649 -2.394
H: 1.333 2.637 -4.787
H: 2.241 2.695 -7.076
H: 4.614 2.117 -7.491
H: 6.067 1.492 -5.584
H: 5.151 1.436 -3.297
F: -2.421 5.899 4.783
C: -2.175 4.786 4.058
C: -1.004 4.073 4.227
F: -0.104 4.489 5.138
C: -0.752 2.936 3.484
F: 0.404 2.277 3.722
C: -1.638 2.425 2.507
O: -1.425 1.392 1.792
C: -2.828 3.194 2.383
F: -3.746 2.806 1.476
C: -3.087 4.327 3.121
F: -4.233 5.008 2.932

Mulliken atomic charge list, values in e, 5 entries: -0.973, -0.709, -0.711, -0.098, 0.054

***

Record 8
C41H50BiFN9O6S2Se | wB97M-V/def2-TZVPD

Total charge: +1
Orbital gap: 0.2310 Ha
Spin multiplicity: 1
Calculated total energy: -164593.15920 eV
LUMO: -3.08 eV
ΔE to the lowest compared entry with this formula, charge and spin: 17.5 kcal/mol

CARTESIAN COORDINATES (ANGSTROEM)
Bi: 1.271 -0.500 -1.561
C: 4.551 -2.615 -2.055
C: 4.990 -2.025 -0.709
N: 3.998 -1.169 -0.097
C: 3.748 -1.359 1.313
C: 2.999 -2.663 1.625
S: 1.448 -2.835 0.711
C: 1.696 -4.262 -0.380
C: 2.983 -4.284 -1.188
N: 3.179 -3.104 -2.022
H: 4.613 -1.851 -2.832
H: 5.274 -3.399 -2.325
H: 5.195 -2.850 -0.022
H: 5.953 -1.519 -0.851
H: 4.066 -0.195 -0.357
H: 4.666 -1.360 1.920
H: 3.138 -0.517 1.647
H: 3.617 -3.535 1.410
H: 2.769 -2.701 2.690
H: 1.605 -5.183 0.200
H: 0.836 -4.216 -1.053
H: 3.829 -4.368 -0.505
H: 2.996 -5.209 -1.778
H: 2.832 -3.260 -2.956
C: -0.298 6.661 0.941
C: 0.669 5.933 1.861
N: 0.713 4.490 1.600
C: 1.633 4.013 0.739
C: 1.773 2.712 0.363
C: 2.860 2.437 -0.660
O: 3.668 3.327 -0.897
O: 2.846 1.273 -1.184
C: 0.915 1.725 0.955
O: 0.949 0.502 0.728
C: -0.071 2.245 1.919
C: -0.935 1.344 2.540
C: -1.913 1.809 3.366
F: -2.729 0.934 4.002
C: -2.114 3.174 3.574
C: -1.237 4.070 2.997
C: -0.187 3.613 2.189
N: -3.204 3.682 4.347
C: -2.894 4.012 5.726
C: -3.934 4.973 6.264
N: -5.299 4.343 6.113
C: -5.575 3.962 4.675
C: -4.485 3.011 4.230
H: -0.313 7.725 1.175
H: -1.312 6.270 1.037
H: 0.006 6.546 -0.100
H: 0.416 6.081 2.910
H: 1.683 6.306 1.731
H: 2.312 4.737 0.304
H: -0.827 0.291 2.323
H: -1.423 5.125 3.134
H: -1.921 4.497 5.784
H: -2.851 3.113 6.365
H: -3.958 5.890 5.679
H: -3.791 5.204 7.318
H: -6.024 4.965 6.470
H: -5.332 3.493 6.682
H: -5.562 4.887 4.104
H: -6.565 3.511 4.640
H: -4.667 2.729 3.194
H: -4.539 2.090 4.829
C: -2.425 -6.476 2.868
C: -2.384 -5.234 2.018
C: -1.902 -4.033 2.524
C: -1.873 -2.887 1.744
C: -2.342 -2.929 0.441
C: -2.845 -4.119 -0.080
C: -2.854 -5.258 0.706
S: -2.269 -1.479 -0.568
O: -3.448 -1.508 -1.397
O: -2.051 -0.375 0.329
N: -0.933 -1.626 -1.429
C: -0.865 -2.371 -2.580
C: -1.885 -3.070 -3.258
C: -1.550 -3.813 -4.363
C: -0.233 -3.855 -4.830
C: 0.687 -3.088 -4.161
N: 0.385 -2.363 -3.078
H: -1.770 -6.384 3.733
H: -2.118 -7.352 2.298
H: -3.436 -6.665 3.235
H: -1.532 -3.995 3.542
H: -1.485 -1.959 2.141
H: -3.250 -4.148 -1.081
H: -3.248 -6.182 0.298
H: -2.906 -2.991 -2.920
H: -2.324 -4.362 -4.885
H: 0.051 -4.431 -5.698
H: 1.712 -3.014 -4.511
C: 0.259 2.140 -2.936
O: -0.056 0.901 -2.342
H: 0.962 2.737 -2.348
H: -0.668 2.711 -3.037
H: 0.685 2.023 -3.938
Se: 4.103 1.083 -3.663
N: 2.543 0.200 -3.804
C: 2.264 0.120 -5.095
C: 1.027 -0.365 -5.639
C: 0.879 -0.381 -6.982
C: 1.916 0.073 -7.874
C: 3.077 0.577 -7.404
C: 3.275 0.636 -5.984
N: 4.331 1.180 -5.403
H: 0.228 -0.661 -4.974
H: -0.055 -0.726 -7.406
H: 1.740 0.034 -8.941
H: 3.849 0.959 -8.058

Mulliken atomic charge list, values in e, 5 entries: 3.029, -0.776, -1.164, 0.429, -0.592

***

Calculated values (eV/Å) of F_max for the records, taken in order: 8.50; 4.44; 2.28; 0.99; 1.62; 4.16; 0.29; 0.51.